[1]
Molecular formula: C45H46IN4O2SiY
Method: DFT, ωB97M-V with the def2-TZVPD basis set

```
100
C45H46IN4O2SiY, DFT ωB97M-V with the def2-TZVPD basis set
Y 0.862 -0.130 0.465
C 3.391 3.386 0.631
C 2.105 3.860 0.033
N 2.083 4.993 -0.634
C 0.926 5.412 -1.166
C -0.255 4.713 -1.087
C -1.477 5.259 -1.767
O -2.486 5.524 -0.790
C -0.256 3.478 -0.399
C -1.462 2.672 -0.379
N -1.525 1.437 -0.037
C -2.747 0.781 -0.259
C -3.478 0.937 -1.438
C -4.645 0.220 -1.645
C -5.100 -0.674 -0.687
C -4.376 -0.861 0.481
C -3.209 -0.144 0.677
I -2.055 -0.424 2.385
C 0.941 3.051 0.201
O 1.030 1.951 0.890
H 4.180 4.099 0.400
H 3.659 2.395 0.254
H 3.290 3.281 1.713
H 0.961 6.357 -1.697
H -1.855 4.545 -2.511
H -1.203 6.174 -2.298
H -3.198 6.014 -1.212
H -2.365 3.184 -0.714
H -3.098 1.595 -2.207
H -5.192 0.348 -2.570
H -6.008 -1.238 -0.852
H -4.715 -1.563 1.230
N 1.199 -1.228 2.754
C 1.747 -0.119 3.479
C 0.988 0.515 4.452
C 1.490 1.629 5.107
C 2.756 2.097 4.794
C 3.511 1.451 3.829
C 3.023 0.343 3.142
C 3.825 -0.331 2.086
C 5.140 -0.677 2.396
C 5.952 -1.270 1.444
C 5.442 -1.490 0.174
C 4.130 -1.134 -0.118
C 3.248 -0.568 0.815
H 0.502 -1.709 3.309
H 1.934 -1.887 2.511
H 0.009 0.130 4.714
H 0.891 2.123 5.860
H 3.154 2.968 5.299
H 4.496 1.822 3.576
H 5.526 -0.489 3.392
H 6.969 -1.548 1.689
H 6.066 -1.931 -0.595
H 3.798 -1.300 -1.135
C 0.019 -0.350 -1.789
Si 1.010 -1.509 -2.780
C 1.437 -2.956 -1.586
N 0.781 -2.829 -0.250
C 1.474 -3.757 0.688
C 0.540 -4.282 1.768
C -0.508 -5.213 1.148
C -0.877 -4.720 -0.260
C -0.653 -3.217 -0.364
C 2.628 -0.643 -3.232
C 3.662 -1.335 -3.868
C 4.906 -0.755 -4.066
C 5.140 0.545 -3.636
C 4.123 1.260 -3.024
C 2.883 0.667 -2.827
C 0.313 -2.258 -4.364
C 0.570 -1.676 -5.607
C 0.010 -2.182 -6.772
C -0.824 -3.289 -6.717
C -1.092 -3.887 -5.494
C -0.526 -3.374 -4.336
H -1.004 -0.710 -1.622
H -0.078 0.631 -2.270
H 2.516 -2.953 -1.419
H 1.211 -3.944 -2.008
H 2.354 -3.245 1.084
H 1.862 -4.620 0.130
H 0.029 -3.448 2.258
H 1.117 -4.795 2.539
H -1.394 -5.244 1.787
H -0.123 -6.234 1.097
H -1.913 -4.958 -0.502
H -0.265 -5.226 -1.010
H -1.222 -2.715 0.427
H -1.032 -2.826 -1.308
H 3.497 -2.353 -4.210
H 5.695 -1.314 -4.553
H 6.114 0.997 -3.779
H 4.292 2.276 -2.688
H 2.104 1.244 -2.336
H 1.225 -0.815 -5.668
H 0.229 -1.712 -7.722
H -1.259 -3.688 -7.624
H -1.738 -4.754 -5.443
H -0.747 -3.863 -3.392
```

- orbital gap (eV) = 7.7550
- electronic energy (eV) = -74491.3979


[2]
Molecular formula: C3H9NS2
Method: DFT, ωB97M-V with the def2-TZVPD basis set

```
15
C3H9NS2, DFT ωB97M-V with the def2-TZVPD basis set
C 2.377 0.417 -0.870
S 0.968 -0.555 -1.409
S 0.677 -1.691 0.326
H 2.829 1.008 -1.673
H 2.130 1.089 -0.048
H 3.155 -0.247 -0.489
H -0.318 -0.929 0.757
C -2.419 0.893 -0.160
C -1.920 1.805 0.772
N -1.808 1.485 2.054
H -2.388 -0.161 0.079
H -2.815 1.204 -1.123
H -1.636 2.824 0.544
H -2.039 0.523 2.294
H -1.051 1.890 2.603
```

- expectation value of S² = 0.76
- orbital gap (alpha / beta) (eV) = 8.2300 / 4.5875
- electronic energy (eV) = -26408.6138
- 2S+1 = 2
- relative energy (zero: lowest compared OMol25 entry of this formula, charge and spin) (eV) = 0.855
- total charge = +1


[3]
Molecular formula: C48H53Cl69N2O4Si
Method: DFT, ωB97M-V with the def2-TZVPD basis set

```
177
C48H53Cl69N2O4Si, DFT ωB97M-V with the def2-TZVPD basis set
C -2.100 -4.666 -5.400
Si -2.333 -3.938 -7.185
C -2.994 -5.421 -8.251
C -0.728 -3.211 -7.940
C 0.475 -2.932 -6.898
C 0.959 -1.369 -6.870
C -0.251 -0.351 -6.540
C -0.021 0.479 -5.156
C 1.371 1.281 -5.119
C 1.749 1.947 -3.701
C 1.211 1.157 -2.413
N 2.033 -0.062 -2.060
C 2.240 0.153 -0.584
O 3.283 0.587 -0.036
C 0.832 -0.358 0.002
C 0.045 -0.015 1.294
C -1.336 -0.773 1.480
O -2.082 -0.400 2.688
C -2.412 0.981 2.459
N -2.681 2.124 2.139
C -1.871 -1.845 0.453
C -1.043 -2.176 -0.862
O -1.458 -3.108 -1.851
C 0.284 -1.394 -1.042
C 1.384 -1.379 -2.202
O 1.625 -2.322 -3.022
C -3.592 -2.504 -7.012
C -4.691 -2.633 -5.893
C -5.707 -1.451 -5.735
C -5.659 -0.178 -6.645
C -4.564 -0.021 -7.756
C -3.545 -1.226 -7.902
H -2.784 -5.580 -5.204
H -2.271 -3.815 -4.650
H -0.982 -4.964 -5.301
H -4.018 -5.770 -7.835
H -2.242 -6.278 -8.140
H -3.065 -5.133 -9.356
H -0.332 -3.986 -8.701
H -0.924 -2.249 -8.527
H 0.254 -3.201 -5.808
H 1.426 -3.527 -7.193
H 1.474 -1.087 -7.861
H 1.712 -1.309 -5.990
H -0.463 0.400 -7.400
H -1.208 -0.981 -6.428
H -0.175 -0.278 -4.311
H -0.893 1.244 -5.093
H 2.279 0.682 -5.499
H 1.253 2.159 -5.872
H 1.389 3.032 -3.680
H 2.905 1.984 -3.653
H 0.070 0.944 -2.452
H 1.334 1.886 -1.511
H 0.458 0.741 2.041
H -2.872 -2.357 0.635
H -0.656 -3.672 -2.032
H -4.747 -3.568 -5.219
H -6.550 -1.506 -4.952
H -6.405 0.698 -6.533
H -4.484 0.885 -8.460
H -2.740 -1.081 -8.721
C 1.888 5.920 -5.107
Cl 0.318 5.631 -4.343
Cl 2.810 4.413 -5.220
Cl 1.677 6.642 -6.709
H 2.448 6.618 -4.487
C -5.934 3.870 -5.371
Cl -5.639 5.565 -5.783
Cl -7.298 3.233 -6.305
Cl -4.481 2.900 -5.650
H -6.187 3.813 -4.314
C -5.186 3.730 4.249
Cl -5.898 5.013 3.262
Cl -3.892 4.377 5.269
Cl -6.424 2.944 5.240
H -4.757 2.984 3.582
C 3.385 -3.230 1.368
Cl 2.676 -1.890 0.448
Cl 4.716 -2.636 2.367
Cl 2.155 -4.018 2.368
H 3.779 -3.965 0.667
C 4.875 1.396 3.462
Cl 4.496 0.146 4.657
Cl 3.761 2.763 3.609
Cl 6.552 1.934 3.638
H 4.755 0.967 2.468
C -6.097 -4.023 -2.144
Cl -4.661 -3.263 -1.449
Cl -7.448 -2.882 -2.187
Cl -5.749 -4.634 -3.768
H -6.378 -4.865 -1.514
C -1.258 -7.676 -2.922
Cl 0.183 -6.911 -2.233
Cl -2.612 -6.539 -2.948
Cl -0.924 -8.277 -4.552
H -1.531 -8.522 -2.294
C 7.494 -2.132 -0.780
Cl 6.954 -3.819 -0.748
Cl 6.193 -1.054 -0.256
Cl 8.926 -1.919 0.238
H 7.760 -1.877 -1.804
C 10.975 -2.812 3.486
Cl 11.270 -1.200 2.818
Cl 12.360 -3.872 3.187
Cl 10.629 -2.714 5.219
H 10.105 -3.235 2.987
C -0.241 4.089 4.694
Cl 0.314 2.704 3.744
Cl -0.559 3.612 6.367
Cl 0.946 5.399 4.635
H -1.173 4.450 4.259
C 2.461 -3.848 -10.438
Cl 2.023 -5.119 -9.286
Cl 1.393 -2.446 -10.267
Cl 4.152 -3.372 -10.223
H 2.343 -4.247 -11.447
C 1.809 4.334 9.223
Cl 3.313 3.410 9.354
Cl 0.817 4.118 10.673
Cl 2.153 6.048 8.954
H 1.250 3.958 8.366
C -0.574 3.904 0.129
Cl 1.155 3.544 -0.006
Cl -0.877 5.620 -0.183
Cl -1.510 2.895 -0.983
H -0.892 3.679 1.147
C -3.188 7.946 1.697
Cl -3.579 6.707 2.899
Cl -4.315 9.305 1.815
Cl -1.519 8.503 1.895
H -3.286 7.504 0.706
C 0.979 1.519 13.412
Cl 0.466 -0.174 13.466
Cl -0.349 2.586 13.891
Cl 2.388 1.774 14.452
H 1.260 1.759 12.388
C -5.751 3.890 -9.752
Cl -5.469 5.589 -10.155
Cl -7.112 3.247 -10.682
Cl -4.291 2.931 -10.043
H -5.998 3.825 -8.694
C -4.788 -9.632 -6.229
Cl -4.771 -10.501 -4.687
Cl -5.060 -7.903 -5.964
Cl -3.275 -9.896 -7.108
H -5.607 -10.020 -6.832
C 5.096 4.003 16.794
Cl 5.185 3.181 18.360
Cl 4.734 5.721 17.014
Cl 6.607 3.796 15.897
H 4.288 3.554 16.216
C 3.938 9.611 15.971
Cl 2.630 9.217 14.846
Cl 4.811 11.051 15.429
Cl 3.302 9.847 17.605
H 4.635 8.775 15.991
C 3.556 3.097 21.956
Cl 3.042 1.403 22.010
Cl 2.229 4.164 22.435
Cl 4.965 3.352 22.994
H 3.837 3.337 20.931
C 1.548 -4.899 -14.909
Cl 1.906 -3.289 -15.548
Cl 2.906 -5.997 -15.190
Cl 1.165 -4.812 -13.182
H 0.677 -5.290 -15.433
C -8.752 -2.860 -8.423
Cl -9.383 -1.511 -9.381
Cl -7.442 -2.312 -7.362
Cl -10.048 -3.611 -7.477
H -8.350 -3.607 -9.106
C 6.286 -0.721 23.143
Cl 6.837 -2.108 22.192
Cl 5.968 -1.201 24.816
Cl 7.477 0.586 23.086
H 5.356 -0.356 22.708
```

- orbital gap (eV) = 6.8397
- electronic energy (eV) = -933714.6051


[4]
Molecular formula: C4H11NO
Method: DFT, ωB97M-V with the def2-TZVPD basis set

```
17
C4H11NO, DFT ωB97M-V with the def2-TZVPD basis set
C 1.219 -1.493 -0.059
N 2.182 -0.428 0.123
C 2.156 0.381 1.214
O 1.270 0.393 2.035
H 1.382 -2.296 0.658
H 1.314 -1.905 -1.059
H 0.208 -1.116 0.087
H 2.901 -0.267 -0.561
H 3.057 1.012 1.286
C -1.448 1.083 -0.043
C -2.481 0.351 -0.887
H -0.446 0.968 -0.451
H -1.440 0.758 0.999
H -1.674 2.151 -0.011
H -2.278 -0.724 -0.904
H -3.486 0.472 -0.492
H -2.436 0.661 -1.936
```

- orbital gap (eV) = 10.7489
- electronic energy (eV) = -7864.0141
- relative energy (zero: lowest compared OMol25 entry of this formula, charge and spin) (eV) = 0.539